[1]
Computed, not measured: a structure of composition C2H10O2Si2, with ωB97M-V with the def2-TZVPD basis set.

LUMO energy: 0.86 eV
Charge: 0

```
16
Properties=species:S:1:pos:R:3:forces:R:3:mulliken_charge:R:1
C -2.7172 -0.8416 0.3214 -0.066 2.447 -1.033 -1.157
C 2.9112 0.2501 -0.5615 1.496 -0.871 1.557 -0.973
O 0.1788 -0.7747 -0.1209 1.131 -0.802 -0.203 0.103
O -1.1247 1.4204 0.0178 1.228 -0.414 -2.158 -0.534
Si -1.1721 -0.1240 -0.6332 -2.407 0.580 2.418 0.450
Si 1.5275 -0.2398 0.6005 1.152 0.510 2.624 0.252
H -3.2130 -1.5533 -0.2637 -0.682 -1.459 -0.893 0.335
H -2.6699 -1.2086 1.3269 0.661 -0.187 0.514 0.354
H -3.4886 -0.0080 0.3501 0.848 -0.631 -0.012 0.304
H 2.7259 1.0393 -1.2406 -0.319 1.116 -0.424 0.337
H 3.8690 0.4590 0.0465 -1.549 -0.025 -0.752 0.256
H 3.1963 -0.5871 -1.1787 -0.017 -0.557 -0.266 0.309
H 1.8893 -1.4191 1.5169 0.136 0.640 -0.726 -0.121
H -1.8013 1.5473 0.6418 -1.267 0.430 1.171 0.322
H -1.1747 -0.3024 -2.0679 -0.309 0.297 -0.506 -0.129
H 1.3244 0.9319 1.6677 -0.036 -1.074 -1.311 -0.107
```
Positions in Å, forces in eV/Å.

[2]
Computed, not measured: a cluster of 3 separate species, C2H10O3 in total, with ωB97M-V with the def2-TZVPD basis set.

LUMO energy: 0.60 eV
Charge: 0
SMILES: CCO.O.O

```
15
Properties=species:S:1:pos:R:3:forces:R:3:mulliken_charge:R:1
C -1.0275 -0.1432 -1.7148 -1.053 -2.362 1.852 -0.146
O -1.2633 -1.2233 -0.7303 0.271 0.530 0.174 -0.546
C 0.4220 0.3526 -1.4934 -2.023 0.507 -3.256 -1.002
H -1.2101 -0.7649 -2.6080 0.491 1.299 -0.528 0.238
H -1.8964 0.5230 -1.5507 0.894 0.148 -0.198 0.238
H -0.3740 -1.5735 -0.6209 -0.195 -0.402 0.317 0.275
H 0.8743 0.1390 -0.5436 0.106 -0.172 0.137 0.294
H 0.8597 -0.0182 -2.4234 1.181 -0.598 0.735 0.324
H 0.3856 1.3883 -1.7753 0.350 0.958 0.752 0.302
H 1.1085 -1.1923 3.0151 -0.170 -0.025 -0.365 0.300
H -0.1233 -1.7735 2.3152 -0.060 0.061 -0.067 0.321
O 0.6582 -1.2340 2.1567 0.222 0.106 0.327 -0.606
H 0.4997 1.3497 1.4098 0.392 -0.243 -0.141 0.334
H 1.6501 2.2474 0.7794 -0.203 -0.472 0.136 0.321
O 0.7903 2.2438 1.2124 -0.204 0.665 0.125 -0.647
```
Positions in Å, forces in eV/Å.

[3]
Computed, not measured: a cluster of 3 separate species, C2H10O3 in total, with ωB97M-V with the def2-TZVPD basis set.

LUMO energy: 0.88 eV
Charge: 0
SMILES: CCO.O.O

```
15
Properties=species:S:1:pos:R:3:forces:R:3:mulliken_charge:R:1
C 0.4710 -0.8450 0.8557 -1.298 0.417 0.992 -0.223
O -0.4599 -0.9113 -0.2309 0.322 -0.010 -0.240 -0.523
C 0.1715 0.4632 1.6039 0.457 0.013 -0.883 -0.843
H 0.2138 -1.6320 1.5707 0.550 -0.332 -0.198 0.280
H 1.4815 -0.9223 0.4783 0.252 -0.115 0.031 0.235
H -0.9914 -1.6997 -0.1238 -0.039 -0.092 -0.075 0.307
H -0.9126 0.4869 1.6743 -0.043 0.372 0.197 0.194
H 0.6232 0.5793 2.5839 0.104 -0.360 0.165 0.326
H 0.5411 1.2948 0.9989 -0.330 0.121 0.014 0.252
H -4.6074 0.9553 1.2881 0.138 0.016 0.189 0.318
H -4.0638 2.2897 1.7655 0.057 -0.090 0.091 0.318
O -4.1012 1.3567 2.0071 -0.173 0.063 -0.278 -0.641
H 4.1222 -0.5514 -5.5293 -0.447 -0.194 -0.496 0.317
H 4.0509 -0.2984 -4.1166 -0.345 0.057 0.690 0.314
O 3.4611 -0.5657 -4.8258 0.794 0.137 -0.198 -0.631
```
Positions in Å, forces in eV/Å.

[4]
Computed, not measured: a cluster of 4 separate species, C2H10O5 in total, with ωB97M-V with the def2-TZVPD basis set.

LUMO energy: 0.42 eV
Charge: 0
SMILES: CC(=O)O.O.O.O

```
17
Properties=species:S:1:pos:R:3:forces:R:3:mulliken_charge:R:1
O -1.0804 0.6566 0.5957 2.793 3.500 -1.437 -0.592
C -0.2876 1.3890 -0.1100 -3.781 -4.854 2.335 0.567
O -0.0269 0.8404 -1.3134 1.752 2.371 0.440 -0.478
C 0.3812 2.6347 0.4293 1.447 -1.718 -3.723 -0.845
H -0.3227 -0.0910 -1.2718 -0.899 -0.434 -0.133 0.490
H 0.7221 3.2325 -0.4205 0.080 0.048 0.134 0.315
H -0.2534 3.1823 0.9897 -2.149 1.520 1.967 0.331
H 1.2442 2.3423 0.9907 0.470 -0.200 0.479 0.207
H -0.5381 -2.8931 1.4472 0.686 1.044 -0.846 0.306
H 0.3044 -1.5861 0.9674 -0.674 -1.151 0.070 0.387
O -0.1813 -2.3995 0.6686 -0.131 -0.363 0.974 -0.617
H 2.7143 -0.4273 1.6813 -0.754 -0.199 -0.259 0.313
H 1.7542 0.2182 0.6403 0.106 -1.194 1.031 0.311
O 1.8042 -0.5012 1.3289 0.803 1.452 -0.810 -0.668
H -1.1959 -2.2445 -0.9998 0.423 1.025 -0.472 0.361
H -0.3843 -1.9698 -2.3019 -0.831 0.260 0.553 0.325
O -1.0915 -1.5844 -1.7347 0.660 -1.103 -0.303 -0.712
```
Positions in Å, forces in eV/Å.

[5]
Computed, not measured: a structure of composition C2H11BeO4, with ωB97M-V with the def2-TZVPD basis set.

LUMO energy: -3.92 eV
Charge: +1

```
18
Properties=species:S:1:pos:R:3:forces:R:3:mulliken_charge:R:1
Be 0.4134 -0.2539 0.7696 -1.384 -1.316 -1.141 -0.168
C -0.6626 0.5221 -2.3414 0.150 -0.224 -0.935 -1.188
C -1.3186 0.3241 -1.0214 0.151 0.795 0.773 -0.016
O -0.6086 -0.5949 -0.2994 1.731 -1.446 2.253 -0.334
H -0.3776 -0.4829 -2.7204 -0.046 0.696 0.028 0.275
H 0.2164 1.1931 -2.2594 -0.346 -0.443 -0.136 0.226
H -1.3746 0.9651 -3.0264 0.082 0.208 -0.420 0.401
H -1.2026 1.2491 -0.4364 -1.067 0.555 -0.421 0.199
H -2.3486 -0.0349 -1.0694 -0.152 0.473 -0.299 0.316
O -0.1256 0.7891 1.9476 0.396 0.112 0.139 -0.295
H -1.0626 0.8491 2.0746 -1.216 -0.052 -0.336 0.356
H 0.2394 1.2371 2.7076 0.721 0.216 0.293 0.358
O 0.6154 -1.7599 1.6836 -1.170 1.552 0.418 -0.242
H -0.0736 -1.9359 2.3306 -0.574 0.300 -0.046 0.336
H 1.1704 -2.4859 1.8246 1.936 -1.657 -0.300 0.309
O 1.8054 0.2691 0.1306 1.609 -0.175 -0.607 -0.277
H 2.0134 0.0341 -0.7924 -1.090 0.146 -0.190 0.367
H 2.6804 0.1161 0.4976 0.269 0.258 0.928 0.376
```
Positions in Å, forces in eV/Å.

[6]
Computed, not measured: a cluster of 2 separate species, C2H11N2 in total, with ωB97M-V with the def2-TZVPD basis set.

LUMO energy: -3.16 eV
Charge: +1

```
15
Properties=species:S:1:pos:R:3:forces:R:3:mulliken_charge:R:1
C -0.2873 -1.7840 0.8922 -0.701 0.956 0.053 -0.848
N -1.1995 -0.6202 0.5521 0.860 -0.888 0.062 -0.649
H -0.8646 -2.7001 0.9519 0.168 -0.167 0.108 0.354
H 0.1563 -1.5278 1.8519 0.129 -0.354 0.018 0.347
H 0.4877 -1.8704 0.1373 0.032 -0.057 -0.066 0.292
H -1.7164 -0.8696 -0.2859 -0.274 0.163 0.161 0.285
H -1.8444 -0.5080 1.3313 -0.125 0.119 -0.329 0.267
C 0.8593 1.2496 -1.4083 -0.448 -0.752 -0.054 -0.772
N 0.5481 1.2946 0.0443 -0.497 -0.460 0.014 -0.356
H 1.2157 0.2538 -1.6630 0.171 0.037 0.076 0.298
H -0.1073 1.3589 -1.8985 0.179 0.239 -0.223 0.345
H 1.5690 1.9899 -1.7552 0.007 0.190 0.247 0.333
H 1.3018 1.0691 0.6832 0.484 0.435 -0.172 0.366
H -0.2568 0.4691 0.2987 -0.165 0.428 -0.228 0.382
H 0.1384 2.1951 0.2679 0.181 0.111 0.332 0.355
```
Positions in Å, forces in eV/Å.

Asked for energy relative to the best compared isomer or geometry (same formula, charge and spin) across the records above, the calculation gives 0.780, 1.027, 0.572, 1.127, 0.000, 0.657 eV in order.
Asked for max |F| across the records above, the calculation gives 3.5, 3.9, 1.7, 6.6, 3.2, 1.2 eV/Å in order.
Asked for E_tot across the records above, the calculation gives -811.777428, -307.868368, -307.885105, -458.400499, -398.379866, -192.062564 hartree in order.